# 1
ORCA calculation (the ωB97M-V functional and the def2-TZVPD basis) on 9 unconnected molecules or ions with the total composition C29H69BrF11N5O10PS9.

```
135
Properties=species:S:1:pos:R:3
C -2.852 0.660 -1.401
C -2.276 -0.298 -2.473
Br -2.884 0.326 -4.219
C -0.767 -0.228 -2.393
N 0.009 -1.420 -2.897
P -0.771 -2.495 -3.999
N -1.826 -3.447 -3.368
C 0.866 -1.977 -1.988
N 0.485 -2.576 -0.903
C -0.913 -2.733 -0.470
O -1.575 -1.800 -0.112
N -1.346 -4.077 -0.411
C -1.350 -4.513 0.957
O -0.428 -5.108 1.492
F -2.461 -4.228 1.610
N 2.253 -1.890 -2.112
C 2.716 -2.358 -3.416
C 2.552 -3.871 -3.494
C 3.603 -4.592 -2.695
F 3.183 -4.760 -1.393
C 2.601 -0.461 -1.829
C 4.078 -0.217 -1.586
C 4.711 -0.890 -0.389
F 6.049 -0.784 -0.488
F 4.437 -2.212 -0.445
C 4.233 -0.433 1.010
F 2.897 -0.298 1.025
F 4.526 -1.413 1.869
S 5.046 1.141 1.706
F 6.396 0.360 1.833
F 4.645 0.692 3.167
F 3.693 1.944 1.616
F 5.417 1.623 0.259
F 5.741 2.406 2.283
H -3.416 0.129 -0.652
H -3.520 1.369 -1.859
H -2.073 1.259 -0.954
H -2.687 -1.272 -2.264
H -0.432 0.647 -2.933
H -0.494 -0.067 -1.362
H -1.273 -1.611 -4.952
H 0.273 -3.207 -4.611
H -1.603 -4.423 -3.492
H 1.204 -2.942 -0.285
H -0.679 -4.682 -0.875
H 2.217 -1.877 -4.256
H 3.767 -2.151 -3.528
H 2.699 -4.178 -4.522
H 1.588 -4.200 -3.121
H 3.795 -5.564 -3.124
H 4.546 -4.060 -2.716
H 1.969 -0.109 -1.026
H 2.327 0.131 -2.701
H 4.627 -0.580 -2.442
H 4.227 0.850 -1.594
C 2.039 -2.418 4.577
S 0.792 -1.130 4.440
O -0.001 -1.155 5.690
C -0.193 -1.963 3.180
H 2.743 -2.119 5.351
H 1.563 -3.359 4.855
H 2.563 -2.520 3.629
H -0.507 -2.942 3.546
H 0.406 -2.066 2.273
H -1.068 -1.350 2.972
C 1.497 -0.339 8.306
S 2.774 0.493 9.256
O 2.865 -0.194 10.569
C 1.849 2.013 9.515
H 1.847 -1.341 8.068
H 0.582 -0.404 8.893
H 1.313 0.208 7.384
H 0.913 1.787 10.026
H 1.655 2.487 8.553
H 2.455 2.672 10.132
C -7.304 1.128 0.701
S -6.277 1.040 2.172
O -5.059 1.850 1.904
C -5.809 -0.686 1.979
H -7.671 2.148 0.609
H -6.711 0.870 -0.177
H -8.146 0.444 0.807
H -5.317 -0.825 1.016
H -6.698 -1.313 2.046
H -5.123 -0.938 2.784
C 7.630 -3.457 3.314
S 7.684 -4.175 1.666
O 8.313 -5.511 1.793
C 8.935 -3.056 1.021
H 6.929 -4.038 3.909
H 8.621 -3.501 3.765
H 7.286 -2.424 3.249
H 9.838 -3.128 1.628
H 8.549 -2.036 1.031
H 9.155 -3.354 -0.002
C -1.989 4.590 -4.406
S -1.903 3.839 -6.037
O -1.061 2.616 -5.911
C -0.876 5.112 -6.778
H -2.562 3.926 -3.763
H -0.982 4.715 -4.008
H -2.494 5.553 -4.477
H 0.055 5.202 -6.219
H -1.416 6.059 -6.774
H -0.664 4.817 -7.802
C -4.460 5.975 1.724
S -5.974 5.032 1.520
O -6.744 5.671 0.409
C -6.725 5.572 3.060
H -3.842 5.821 0.841
H -4.694 7.036 1.829
H -3.928 5.617 2.605
H -6.806 6.660 3.067
H -6.115 5.231 3.896
H -7.716 5.126 3.124
C 1.490 -8.416 -5.572
S 2.580 -7.207 -6.325
O 2.365 -5.917 -5.594
C 1.692 -7.078 -7.877
H 1.847 -8.610 -4.563
H 0.475 -8.023 -5.537
H 1.523 -9.338 -6.152
H 0.663 -6.775 -7.687
H 1.719 -8.041 -8.386
H 2.191 -6.330 -8.489
C -7.070 9.162 0.335
S -5.800 10.121 1.166
O -5.513 9.441 2.460
C -6.843 11.539 1.522
H -6.650 8.197 0.057
H -7.913 9.007 1.008
H -7.394 9.693 -0.560
H -7.699 11.222 2.119
H -7.176 11.986 0.586
H -6.252 12.261 2.082
```

Output
E_tot: -265842.7011 eV
total charge: +1

=====

# 2
ORCA calculation (the ωB97M-V functional and the def2-TZVPD basis) on a molecular structure, C7H13INO3PYb.

```
27
Properties=species:S:1:pos:R:3
C -1.195 1.365 2.585
C -1.599 1.316 1.128
O -2.428 2.014 0.752
N -0.988 0.369 0.199
C -1.469 -0.985 0.592
C 0.438 0.479 0.162
O 1.179 0.028 1.261
C 1.708 -1.289 1.052
C 1.477 -1.698 -0.427
C 1.143 -0.278 -0.970
P 0.510 -0.092 -2.675
O -0.912 0.917 -2.671
I 2.198 1.301 -3.853
H -1.724 2.170 3.062
H -1.393 0.421 3.083
H -0.125 1.523 2.674
H -1.296 -1.685 -0.217
H -1.015 -1.292 1.530
H -2.539 -0.944 0.743
H 0.644 1.532 -0.021
H 2.778 -1.321 1.190
H 1.144 -1.931 1.709
H 2.315 -2.120 -0.964
H 0.596 -2.295 -0.638
H 2.124 0.197 -1.007
H -0.761 1.642 -3.291
Yb -0.808 0.658 -4.992
```

Output
E_tot: -64002.5367 eV
total charge: +2

=====

# 3
ORCA calculation (the ωB97M-V functional and the def2-TZVPD basis) on 3 unconnected molecules or ions with the total composition C2H6N2O2S.

```
13
Properties=species:S:1:pos:R:3
H 1.017 0.370 2.368
N 1.078 1.035 1.545
C 1.318 0.775 0.418
C 1.427 1.143 -0.964
O 1.354 -0.244 -0.531
H 0.674 1.548 -1.596
H 2.400 1.402 -1.532
N -2.190 0.243 0.291
S -3.408 0.837 0.949
H -1.931 -0.754 0.079
O -0.858 -2.051 -0.181
H -0.148 -1.456 -0.177
H -0.733 -2.848 -0.669
```

Output
E_tot: -20077.0912 eV
relative energy (zero: lowest compared OMol25 entry of this formula, charge and spin): 482.0 kJ/mol
SMILES: [H]/N=C1/CO1.N=S.O

=====

# 4
ORCA calculation (the ωB97M-V functional and the def2-TZVPD basis) on 2 unconnected molecules or ions with the total composition C13H13BFN2O3PS.

```
35
Properties=species:S:1:pos:R:3
C 1.808 -1.359 -0.142
O 1.959 -2.820 -0.407
B 0.744 -3.317 -1.144
O 0.804 -4.356 -2.214
C -0.691 -2.591 -0.669
C -1.355 -1.504 -1.701
C -2.750 -0.756 -1.192
P -3.508 0.549 -2.374
O -2.949 0.300 -3.837
C -3.387 -1.160 0.299
C -2.641 -2.261 1.259
N -2.966 -2.816 2.629
S -1.714 -3.955 3.106
N -0.576 -4.015 1.742
C -1.261 -3.021 0.806
H 1.399 -0.768 -1.094
H 2.900 -0.945 0.070
H 1.171 -1.119 0.811
H 1.716 -4.339 -2.670
H -0.891 -1.234 -2.763
H -4.932 0.324 -2.394
H -3.111 1.858 -1.904
H -4.377 -0.660 0.671
F 3.175 1.047 0.193
C 2.617 2.180 0.639
C 3.432 3.249 0.995
C 2.851 4.431 1.455
C 1.461 4.526 1.564
C 0.653 3.445 1.209
C 1.233 2.268 0.739
H 4.509 3.154 0.911
H 3.478 5.276 1.728
H 1.009 5.447 1.927
H -0.428 3.520 1.299
H 0.620 1.421 0.450
```

Output
E_tot: -46323.8840 eV
SMILES: COB(O)c1cc([PH2]=O)cc2nsnc12.Fc1ccccc1

=====

# 5
ORCA calculation (the ωB97M-V functional and the def2-TZVPD basis) on a molecular structure, C7H10.

```
17
Properties=species:S:1:pos:R:3
C -2.231 1.745 -0.379
C -0.131 -0.968 0.582
C 0.755 0.150 1.158
C 1.507 -0.075 -0.199
C 1.369 -1.661 -0.538
C 0.634 -2.119 0.649
C 0.314 -0.655 -0.855
H -2.283 2.463 0.441
H -1.453 2.085 -1.066
H -3.180 1.748 -0.913
H 1.281 -0.051 2.098
H 0.333 1.161 1.163
H 2.212 0.617 -0.663
H 2.065 -2.145 -1.220
H 1.022 -2.573 1.560
H -2.050 0.731 -0.011
H -0.163 -0.454 -1.806
```

Output
E_tot: -7415.0018 eV
relative energy (zero: lowest compared OMol25 entry of this formula, charge and spin): 582.1 kJ/mol

=====

For the records above, the corresponding max |F| values read 3.2; 5.3; 6.1; 7.4; 0.4 eV Å⁻¹.